Density functional theory data (the ωB97M-V functional and the def2-TZVPD basis) for a cluster of 2 separate species, FH3N2OS in total.

Properties
Energy relative to the best compared isomer or geometry (same formula, charge and spin) (eV): 3.7481
Electronic energy (Ha): -684.4059
E_HOMO (spin up / spin down) (eV): -8.265 / -9.514

Positions of all 8 atoms, in Å:
1 N 0.237 1.477 -0.092
2 N 0.593 0.471 -0.868
3 O -0.406 -0.857 0.719
4 F 1.980 0.246 -0.669
5 S -0.890 -2.250 0.320
6 H 1.032 1.681 0.617
7 H -0.637 1.167 0.437
8 H -1.910 -1.936 -0.465

---

Density functional theory data (the ωB97M-V functional and the def2-TZVPD basis) for the molecule C4H8O2.

Properties
SMILES: C1COCCO1
Energy relative to the best compared isomer or geometry (same formula, charge and spin) (eV): 1.6473
Electronic energy (Ha): -307.6519
E_HOMO (eV): -9.365

Positions of all 14 atoms, in Å:
1 C 0.815 -1.103 0.365
2 C 0.730 0.193 1.146
3 O -0.606 0.657 1.116
4 C -0.918 0.997 -0.218
5 C -0.592 -0.133 -1.206
6 O 0.673 -0.738 -1.000
7 H 1.777 -1.610 0.496
8 H 0.006 -1.795 0.651
9 H 1.061 0.159 2.184
10 H 1.376 0.882 0.579
11 H -1.991 1.205 -0.260
12 H -0.377 1.920 -0.484
13 H -1.366 -0.911 -1.148
14 H -0.587 0.279 -2.221

---

Density functional theory data (the ωB97M-V functional and the def2-TZVPD basis) for a cluster of 2 separate species, C4H14N2O2 in total.

Properties
SMILES: NCNCCCO.O
Energy relative to the best compared isomer or geometry (same formula, charge and spin) (eV): 1.1026
Electronic energy (Ha): -420.7646
E_HOMO (eV): -9.260

Positions of all 22 atoms, in Å:
1 N -0.317 3.013 0.832
2 C -0.144 1.644 1.246
3 N -0.385 0.727 0.062
4 C 0.413 -0.496 0.090
5 C -0.081 -1.577 -0.845
6 C -1.008 -2.588 -0.176
7 O -0.246 -3.464 0.642
8 H 0.412 3.362 0.244
9 H -1.271 3.178 0.562
10 H 0.870 1.472 1.615
11 H -0.918 1.431 1.980
12 H -1.362 0.459 -0.001
13 H 1.425 -0.241 -0.233
14 H 0.534 -0.849 1.132
15 H -0.522 -1.107 -1.754
16 H 0.785 -2.056 -1.304
17 H -1.756 -2.071 0.426
18 H -1.509 -3.270 -0.871
19 H 0.334 -3.005 1.244
20 O 1.476 2.307 -1.757
21 H 0.848 1.661 -1.347
22 H 2.320 2.240 -1.281